The following is a quantum chemistry calculation of C7H12 in the gas phase, from OMol25.

Element x y z (Å)
C (0.413, -1.679, -1.962)
C (-0.079, -1.580, -0.501)
C (0.608, -0.480, 0.123)
C (1.737, -0.851, 0.806)
C (-1.634, 2.589, 0.985)
C (-0.810, 1.315, 1.258)
C (0.208, 0.825, 0.516)
H (-0.353, -2.304, -2.537)
H (0.650, -0.645, -2.421)
H (1.274, -2.375, -2.071)
H (0.120, -2.632, -0.078)
H (-1.154, -1.326, -0.526)
H (2.173, -1.781, 0.427)
H (2.505, -0.012, 1.029)
H (-2.584, 2.573, 1.509)
H (-1.586, 2.584, -0.150)
H (-1.086, 3.424, 1.429)
H (-1.232, 0.756, 2.081)
H (0.830, 1.600, 0.083)

Values from the calculation:
SMILES = C=C(/C=C/C)CC
HOMO level = -8.2 eV
F_max = 0.1355 hartree/bohr
orbital gap = 9.0 eV

Here are the Mulliken charges for atoms 1 to 5, given in e:
1. C -0.93
2. C -0.52
3. C 0.48
4. C -0.89
5. C -1.02

---

The following is a quantum chemistry calculation of 2 unconnected molecules or ions with the total composition C2H3NOS, from OMol25.

Element x y z (Å)
C (-1.088, -0.073, 0.832)
C (-0.008, 0.048, -1.324)
N (-0.639, 0.043, -0.319)
O (2.168, -0.267, 0.895)
S (2.505, 0.080, -0.506)
H (-1.266, -0.953, 1.353)
H (-1.440, 0.815, 1.315)
H (-0.232, 0.306, -2.245)

Values from the calculation:
HOMO level (alpha / beta) = -7.5 / -7.4 eV
F_max = 0.0913 hartree/bohr
orbital gap (alpha / beta) = 6.9 / 6.9 eV

Here are the Mulliken charges for atoms 1 to 5, given in e:
1. C -0.35
2. C -0.33
3. N -0.05
4. O -0.38
5. S 0.19

---

The following is a quantum chemistry calculation of a molecular structure, C3HF, from OMol25.

Element x y z (Å)
C (-0.462, 1.446, 1.393)
C (-0.104, 0.356, 0.804)
C (0.184, -0.394, -0.261)
F (1.143, -1.137, -0.606)
H (-0.762, -0.271, -1.330)

Values from the calculation:
multiplicity = 3
HOMO level (alpha / beta) = -8.2 / -10.6 eV
<S²> = 2.032
F_max = 0.1494 hartree/bohr
orbital gap (alpha / beta) = 8.4 / 7.1 eV

So, what does the Mulliken scheme give us? The charges, in e, come out as:
1. C -0.23
2. C 0.30
3. C -0.11
4. F -0.18
5. H 0.21

---

The relative energy (zero: lowest compared OMol25 entry of this formula, charge and spin) results, record by record, are as follows: 345.3 474.7 137.7 kJ/mol.